<1>
Computed, not measured: a single C4H2N2O molecule, with ωB97M-V/def2-TZVPD.

Structure (ORCA input):
```
! wB97M-V def2-TZVPD RIJCOSX def2/J DEFGRID3
* xyz 0 1
N 2.45 -1.72 0.39
C 1.42 -1.23 0.34
C 0.07 -0.73 0.13
O -0.65 -0.15 1.10
C -0.12 0.69 0.15
C -1.19 1.29 -0.74
N -2.09 1.86 -1.25
H -0.45 -1.33 -0.64
H 0.56 1.33 0.52
*
```

Results
LUMO energy, eV: 0.4757
Molar mass, g/mol: 94.1
Highest occupied orbital energy, eV: -12.04

***

<2>
Computed, not measured: a molecular structure, C4H2N2O, with ωB97M-V/def2-TZVPD.

Structure (ORCA input):
```
! wB97M-V def2-TZVPD RIJCOSX def2/J DEFGRID3
* xyz 0 1
C -0.13 -0.84 0.01
C -0.55 0.50 0.01
C -2.34 -1.12 -0.08
C -3.02 0.11 0.03
N -1.22 -1.62 0.02
N -1.80 0.76 0.04
O -4.14 0.45 0.02
H 0.93 -1.10 0.07
H 0.20 1.37 0.00
*
```

Results
LUMO energy, eV: -0.6152
Molar mass, g/mol: 94.1
Highest occupied orbital energy, eV: -9.42

***

<3>
Computed, not measured: a molecular structure, C4H2N2O, with ωB97M-V/def2-TZVPD.

Structure (ORCA input):
```
! wB97M-V def2-TZVPD RIJCOSX def2/J DEFGRID3
* xyz 0 1
C 1.98 1.91 0.83
C 1.26 1.03 0.47
C 0.28 0.09 0.02
C -0.81 -1.54 -0.48
H 2.49 2.90 0.97
H -1.30 -2.52 -0.64
N 0.42 -1.25 -0.20
N -0.93 0.56 -0.12
O -1.73 -0.56 -0.38
*
```

Results
LUMO energy, eV: 0.4751
Molar mass, g/mol: 94.1
Highest occupied orbital energy, eV: -10.27

***

Tell me which of them is the most stable. Sure, it is <1>.

***

<1>
Computed, not measured: 2 unconnected molecules or ions with the total composition H3NO2S, with ωB97M-V/def2-TZVPD.

Structure (ORCA input):
```
! wB97M-V def2-TZVPD RIJCOSX def2/J DEFGRID3
* xyz 0 1
N -0.72 -0.40 -0.47
O -1.12 -0.38 2.16
O 0.54 -2.03 1.33
S -0.17 -0.78 1.22
H -0.61 0.56 -0.74
H -0.58 -1.02 -1.25
H 1.13 0.67 1.20
*
```

Results
LUMO energy, eV: -0.6659
Molar mass, g/mol: 81.1
Highest occupied orbital energy, eV: -10.41

***

<2>
Computed, not measured: 2 unconnected molecules or ions with the total composition H3NO2S, with ωB97M-V/def2-TZVPD.

Structure (ORCA input):
```
! wB97M-V def2-TZVPD RIJCOSX def2/J DEFGRID3
* xyz 0 1
O 1.96 -1.13 0.39
S 2.49 0.10 -0.16
N -1.00 -0.32 -0.15
O -0.66 1.01 0.29
H -0.05 -0.84 0.09
H -1.24 -0.28 -1.18
H -1.49 1.46 0.72
*
```

Results
LUMO energy (spin up / spin down), eV: -1.5091 / -1.5658
Molar mass, g/mol: 81.1
Highest occupied orbital energy (spin up / spin down), eV: -9.34 / -9.24

***

Tell me which of them is the most stable. Sure, it is <1>.

***

<1>
Computed, not measured: a single C12H21N7O3 molecule, with ωB97M-V/def2-TZVPD.

Structure (ORCA input):
```
! wB97M-V def2-TZVPD RIJCOSX def2/J DEFGRID3
* xyz 0 1
H 3.93 4.62 -2.43
N 4.06 5.44 -1.80
C 3.38 5.30 -0.73
N 3.27 6.35 0.17
N 2.68 4.17 -0.31
C 2.54 3.03 -1.19
C 1.79 1.90 -0.50
C 1.63 0.68 -1.41
C 0.93 -0.50 -0.72
N 1.01 -1.77 -1.45
C -0.56 -0.21 -0.48
O -1.08 0.85 -0.84
N -1.30 -1.18 0.14
C -0.81 -2.37 0.81
C -1.56 -2.60 2.14
C -3.03 -2.80 1.93
C -3.78 -3.93 2.12
N -5.07 -3.59 1.74
C -5.04 -2.30 1.35
N -3.83 -1.78 1.45
C -0.93 -3.65 -0.03
O -0.52 -4.72 0.37
O -1.60 -3.53 -1.19
H 3.88 7.13 -0.10
H 3.39 6.09 1.12
H 1.82 4.42 0.18
H 3.55 2.71 -1.48
H 2.05 3.32 -2.14
H 2.34 1.65 0.41
H 0.80 2.26 -0.18
H 1.05 0.99 -2.33
H 2.61 0.34 -1.73
H 1.42 -0.67 0.26
H 1.96 -2.08 -1.49
H 0.69 -1.64 -2.42
H -2.25 -0.92 0.40
H 0.25 -2.25 1.04
H -1.17 -3.50 2.62
H -1.41 -1.73 2.76
H -3.52 -4.91 2.44
H -5.89 -4.22 1.74
H -5.92 -1.79 1.02
H -1.78 -2.60 -1.29
*
```

Results
LUMO energy, eV: 0.5988
Molar mass, g/mol: 311.3
Highest occupied orbital energy, eV: -8.97

***

<2>
Computed, not measured: a single C12H21N7O3 molecule, with ωB97M-V/def2-TZVPD.

Structure (ORCA input):
```
! wB97M-V def2-TZVPD RIJCOSX def2/J DEFGRID3
* xyz 0 1
H 0.61 -1.95 1.13
N -0.32 -1.47 1.22
C -1.27 -2.06 0.53
N -1.14 -2.95 -0.58
N -2.55 -1.77 0.84
C -2.98 -0.53 1.47
C -2.76 0.86 0.74
C -2.08 1.82 1.66
C -0.55 1.56 2.08
N -0.15 2.59 3.05
C 0.29 1.95 0.80
O 0.74 3.07 0.75
N 0.21 1.05 -0.24
C 1.07 1.25 -1.37
C 1.45 -0.17 -2.23
C 2.34 -1.14 -1.52
C 3.64 -1.48 -1.72
N 3.88 -2.81 -1.24
C 2.74 -3.20 -0.59
N 1.83 -2.17 -0.55
C 0.32 2.13 -2.40
O -0.18 1.72 -3.40
O 0.22 3.42 -2.04
H -1.67 -2.69 -1.41
H -0.18 -3.05 -0.81
H -3.20 -2.02 0.08
H -2.27 -0.52 2.33
H -3.95 -0.64 1.96
H -3.71 1.16 0.29
H -2.12 0.63 -0.06
H -2.08 2.73 1.15
H -2.80 1.96 2.54
H -0.59 0.44 2.19
H 0.42 3.32 2.69
H -0.02 2.34 4.02
H 0.05 0.06 0.10
H 1.98 1.71 -1.00
H 2.00 0.21 -3.22
H 0.45 -0.64 -2.29
H 4.30 -0.99 -2.37
H 4.84 -3.09 -1.12
H 2.47 -4.17 -0.24
H 0.71 3.54 -1.18
*
```

Results
LUMO energy, eV: 0.4570
Molar mass, g/mol: 311.3
Highest occupied orbital energy, eV: -8.42

***

Tell me which of them is the most stable. Sure, it is <1>.

***

<1>
Computed, not measured: 2 unconnected molecules or ions with the total composition C3H10NO2S, with ωB97M-V/def2-TZVPD.

Structure (ORCA input):
```
! wB97M-V def2-TZVPD RIJCOSX def2/J DEFGRID3
* xyz 1 1
C -1.42 1.52 0.48
C -1.49 0.49 -0.58
C 0.96 -0.48 0.12
N 2.00 -0.75 -1.14
O 0.68 -1.68 0.61
O 1.38 0.59 0.81
S -2.32 -1.02 -0.34
H -1.74 1.05 1.46
H -0.31 1.79 0.73
H -2.14 2.26 0.19
H -1.15 0.73 -1.51
H 2.12 0.21 -1.63
H 2.88 -0.89 -0.58
H 1.63 -1.52 -1.63
H -0.37 -1.93 0.54
H 2.02 0.36 1.51
H -2.74 -0.72 0.95
*
```

Results
LUMO energy (spin up / spin down), eV: -3.7951 / -4.2800
Molar mass, g/mol: 124.2
Highest occupied orbital energy (spin up / spin down), eV: -12.45 / -11.45

***

<2>
Computed, not measured: a gas-phase ion, C3H10NO2S (charge +1), with ωB97M-V/def2-TZVPD.

Structure (ORCA input):
```
! wB97M-V def2-TZVPD RIJCOSX def2/J DEFGRID3
* xyz 1 1
C 1.74 0.49 -0.25
C 0.73 -0.40 0.52
S 1.08 -2.20 0.58
C -0.81 -0.19 0.00
N -1.30 1.40 0.16
O -1.74 -0.79 0.75
O -0.94 -0.52 -1.31
H 1.57 0.35 -1.43
H 1.87 1.54 0.17
H 2.81 0.18 -0.20
H 0.67 -0.08 1.59
H 1.60 -2.45 -0.63
H -1.00 1.93 0.97
H -0.70 1.78 -0.64
H -2.27 1.51 0.10
H -1.42 -1.62 1.11
H -1.89 -0.94 -1.49
*
```

Results
LUMO energy, eV: -3.4698
Molar mass, g/mol: 124.2
Highest occupied orbital energy, eV: -13.46

***

Tell me which of them is the most stable. Sure, it is <2>.

***

<1>
Computed, not measured: 2 unconnected molecules or ions with the total composition H4N4O2, with ωB97M-V/def2-TZVPD.

Structure (ORCA input):
```
! wB97M-V def2-TZVPD RIJCOSX def2/J DEFGRID3
* xyz 0 1
H 2.14 0.60 1.83
N 1.02 0.55 1.50
N 0.43 -0.47 1.56
H 0.91 -1.43 1.78
O -0.01 -1.51 -0.60
N -0.73 -1.05 -1.44
N -1.01 0.16 -1.51
O -0.89 1.36 -0.74
H -1.69 0.39 -2.39
H -0.19 1.39 0.00
*
```

Results
LUMO energy, eV: 0.9633
Molar mass, g/mol: 92.1
Highest occupied orbital energy, eV: -8.68

***

<2>
Computed, not measured: a molecular structure, H4N4O2, with ωB97M-V/def2-TZVPD.

Structure (ORCA input):
```
! wB97M-V def2-TZVPD RIJCOSX def2/J DEFGRID3
* xyz 0 1
N -1.22 0.66 -0.54
N -1.30 1.03 0.69
N 1.48 -1.07 -0.12
N 1.49 -0.28 -1.10
O 0.46 0.57 -1.23
O 0.53 -1.20 0.69
H -0.99 0.40 1.38
H -1.33 2.10 0.92
H 2.20 -1.85 -0.20
H -1.33 -0.36 -0.49
*
```

Results
LUMO energy (spin up / spin down), eV: 0.5549 / 0.5546
Molar mass, g/mol: 92.1
Highest occupied orbital energy (spin up / spin down), eV: -8.80 / -8.80

***

Tell me which of them is the most stable. Sure, it is <2>.

***

<1>
Computed, not measured: a molecular structure, C3H6ClNO, with ωB97M-V/def2-TZVPD.

Structure (ORCA input):
```
! wB97M-V def2-TZVPD RIJCOSX def2/J DEFGRID3
* xyz 0 1
C 1.06 -0.41 -0.19
C -0.74 1.09 0.51
C -0.37 0.08 -0.53
N 1.08 -1.52 0.36
O -1.16 -0.92 -0.90
Cl 2.40 0.53 -0.69
H -0.40 0.69 1.53
H -0.56 2.15 0.41
H -1.79 0.99 0.48
H -0.10 0.82 -1.66
H 1.78 -1.93 0.91
H -1.22 -1.58 -0.23
*
```

Results
LUMO energy, eV: 0.8751
Molar mass, g/mol: 107.5
Highest occupied orbital energy, eV: -10.02

***

<2>
Computed, not measured: a molecular structure, C3H6ClNO, with ωB97M-V/def2-TZVPD.

Structure (ORCA input):
```
! wB97M-V def2-TZVPD RIJCOSX def2/J DEFGRID3
* xyz 0 1
C -1.29 0.80 -0.09
C 0.11 -1.33 0.04
C 1.27 0.84 0.05
H -1.32 2.05 0.40
H -1.65 0.80 -1.33
H -1.78 -0.02 0.76
H -0.06 -1.65 1.18
H -0.86 -1.89 -0.44
H 1.17 -1.74 -0.33
N 0.07 0.11 -0.19
O 1.41 2.08 0.05
Cl 2.91 -0.04 -0.08
*
```

Results
LUMO energy, eV: 0.5366
Molar mass, g/mol: 107.5
Highest occupied orbital energy, eV: -9.83

***

Tell me which of them is the most stable. Sure, it is <1>.

***

<1>
Computed, not measured: a molecular structure, C25H18BCl3F9IN4O3STeTi, with ωB97M-V/def2-TZVPD.

Structure (ORCA input):
```
! wB97M-V def2-TZVPD RIJCOSX def2/J DEFGRID3
* xyz -1 2
Ti -0.50 1.07 0.56
C -3.41 -2.54 0.71
C -1.96 -2.85 0.54
N -1.62 -4.07 0.15
C -0.32 -4.38 0.01
C 0.70 -3.54 0.34
C 2.13 -4.01 0.27
O 2.59 -4.60 1.49
C 0.37 -2.23 0.76
C 1.36 -1.36 1.36
N 1.16 -0.13 1.63
C 2.11 0.56 2.43
C 3.42 0.75 2.02
C 4.29 1.50 2.80
C 3.85 2.05 4.00
C 2.55 1.86 4.42
C 1.68 1.11 3.64
I -0.26 0.76 4.27
C -0.98 -1.84 0.78
O -1.36 -0.63 1.07
H -3.92 -3.43 1.10
H -3.86 -2.28 -0.24
H -3.55 -1.71 1.40
H -0.11 -5.38 -0.35
H 2.79 -3.19 -0.03
H 2.22 -4.79 -0.48
H 2.21 -4.10 2.23
H 2.30 -1.82 1.68
H 3.73 0.36 1.06
H 5.30 1.67 2.46
H 4.52 2.66 4.59
H 2.20 2.31 5.34
S 0.72 -1.23 -3.51
C 2.09 -0.71 -2.63
C 1.73 -0.09 -1.48
C 0.32 -0.01 -1.25
C -0.36 -0.58 -2.30
C -1.81 -0.62 -2.54
C -2.33 -1.09 -3.74
C -3.70 -1.05 -3.95
C -4.51 -0.53 -2.96
C -3.90 -0.09 -1.80
N -2.60 -0.14 -1.57
H 3.08 -0.88 -3.02
H 2.46 0.35 -0.82
H -1.67 -1.48 -4.51
H -4.12 -1.41 -4.88
H -5.58 -0.45 -3.08
H -4.51 0.34 -1.01
F -3.19 0.68 3.65
Te -3.54 1.62 1.96
F -4.31 2.83 0.67
F -5.33 1.39 2.50
F -3.32 3.15 2.97
F -1.54 2.21 -0.33
O -0.98 1.78 2.19
F 1.83 3.77 1.84
B 1.90 3.50 0.50
F 1.17 2.16 0.30
F 1.24 4.40 -0.30
F 3.19 3.24 0.07
Cl 2.95 2.96 -2.94
C 1.66 3.70 -3.89
Cl 1.52 5.42 -3.49
Cl 2.01 3.52 -5.63
C 0.39 3.04 -3.60
N -0.60 2.52 -3.39
*
```

Results
LUMO energy (spin up / spin down), eV: 1.6753 / 0.1505
Molar mass, g/mol: 1045.0
Highest occupied orbital energy (spin up / spin down), eV: -5.74 / -5.73

***

<2>
Computed, not measured: a molecular structure, C25H18BCl3F9IN4O3STeTi, with ωB97M-V/def2-TZVPD.

Structure (ORCA input):
```
! wB97M-V def2-TZVPD RIJCOSX def2/J DEFGRID3
* xyz -1 2
Ti -0.51 -0.03 -0.34
C -1.30 3.00 -3.56
C -0.44 1.82 -3.92
N -0.20 1.53 -5.18
C 0.56 0.46 -5.48
C 1.18 -0.32 -4.53
C 2.06 -1.47 -4.94
O 3.43 -1.09 -5.13
C 0.96 0.00 -3.18
C 1.75 -0.62 -2.10
N 1.54 -0.43 -0.86
C 2.66 -0.67 0.02
C 3.32 -1.87 0.04
C 4.35 -2.09 0.95
C 4.72 -1.09 1.83
C 4.11 0.16 1.75
C 3.10 0.38 0.83
I 2.41 2.32 0.49
C 0.08 1.02 -2.87
O -0.28 1.27 -1.62
H -1.79 3.37 -4.46
H -0.69 3.80 -3.14
H -2.03 2.73 -2.80
H 0.69 0.23 -6.53
H 1.72 -1.87 -5.89
H 1.99 -2.28 -4.20
H 3.66 -0.44 -4.46
H 2.67 -1.14 -2.39
H 3.02 -2.66 -0.64
H 4.85 -3.05 0.97
H 5.50 -1.26 2.56
H 4.43 0.97 2.39
S -1.52 -3.44 -3.53
C -2.33 -1.98 -3.84
C -2.10 -1.07 -2.86
C -1.21 -1.50 -1.80
C -0.84 -2.80 -2.06
C -0.01 -3.71 -1.25
C 0.48 -4.92 -1.78
C 1.21 -5.76 -0.97
C 1.46 -5.40 0.34
C 0.96 -4.18 0.77
N 0.25 -3.36 0.01
H -2.96 -1.87 -4.71
H -2.55 -0.09 -2.88
H 0.28 -5.19 -2.81
H 1.59 -6.70 -1.37
H 2.04 -6.02 1.02
H 1.17 -3.84 1.77
F -4.42 -0.67 -0.23
Te -3.53 0.69 0.70
F -5.19 1.52 0.56
F -3.12 1.09 -1.10
F -4.33 -0.14 2.15
F -3.03 2.48 0.77
O -2.05 -0.41 0.82
F -2.59 1.43 2.80
B -1.19 1.93 2.81
F -0.68 1.73 1.50
F -0.50 1.15 3.73
F -1.20 3.25 3.14
Cl -0.79 -3.65 3.98
C -0.68 -1.88 4.12
Cl -2.26 -1.19 4.34
Cl 0.42 -1.45 5.45
C -0.09 -1.32 2.88
N 0.34 -0.90 1.91
*
```

Results
LUMO energy (spin up / spin down), eV: 1.6742 / 1.6312
Molar mass, g/mol: 1045.0
Highest occupied orbital energy (spin up / spin down), eV: -5.51 / -5.85

***

Tell me which of them is the most stable. Sure, it is <1>.

***

<1>
Computed, not measured: a gas-phase ion, C9H13N4 (charge +1), with ωB97M-V/def2-TZVPD.

Structure (ORCA input):
```
! wB97M-V def2-TZVPD RIJCOSX def2/J DEFGRID3
* xyz 1 1
H -5.54 0.19 0.26
N -4.73 -0.43 0.10
N -3.74 0.14 -0.32
C -2.50 0.16 -0.56
N -1.53 0.12 0.37
C -0.25 0.75 0.19
C -0.26 2.14 0.23
C 0.90 2.88 0.08
C 2.09 2.21 -0.12
C 2.12 0.84 -0.17
C 0.96 0.04 0.01
N 1.10 -1.32 0.02
C 0.01 -2.22 0.31
C 2.38 -1.93 -0.26
H -2.20 0.35 -1.59
H -1.84 0.03 1.33
H -1.20 2.65 0.38
H 0.86 3.96 0.13
H 3.01 2.76 -0.23
H 3.07 0.36 -0.32
H 0.41 -3.19 0.60
H -0.59 -1.85 1.15
H -0.64 -2.35 -0.56
H 2.25 -3.00 -0.33
H 2.79 -1.58 -1.21
H 3.10 -1.72 0.53
*
```

Results
LUMO energy, eV: -5.5587
Molar mass, g/mol: 177.2
Highest occupied orbital energy, eV: -10.98

***

<2>
Computed, not measured: a gas-phase ion, C9H13N4 (charge +1), with ωB97M-V/def2-TZVPD.

Structure (ORCA input):
```
! wB97M-V def2-TZVPD RIJCOSX def2/J DEFGRID3
* xyz 1 1
C -1.16 -2.13 -2.79
C -0.47 -0.90 -2.94
C -1.31 -2.75 -1.63
C -0.12 -0.20 -1.81
C -0.81 -2.12 -0.48
C -0.22 -0.79 -0.52
C -0.58 1.93 0.99
C 1.76 1.57 0.52
C 0.77 0.91 2.57
N -0.69 -2.57 0.85
N -0.42 -2.00 1.79
N 0.20 -0.32 0.60
N 0.52 1.04 1.13
H -1.62 -2.61 -3.64
H -0.26 -0.55 -3.94
H -1.80 -3.72 -1.42
H 0.54 0.73 -1.98
H -1.50 1.71 1.50
H -0.41 2.91 1.33
H -1.00 2.06 -0.11
H 2.59 0.89 0.60
H 1.48 2.03 -0.53
H 2.07 2.48 1.05
H 0.44 -0.18 2.83
H 1.82 0.88 2.93
H 0.19 1.70 3.07
*
```

Results
LUMO energy (spin up / spin down), eV: -3.8058 / -3.8067
Molar mass, g/mol: 177.2
Highest occupied orbital energy (spin up / spin down), eV: -11.83 / -11.83

***

Tell me which of them is the most stable. Sure, it is <1>.

***

<1>
Computed, not measured: 5 unconnected molecules or ions with the total composition C4H19NO5, with ωB97M-V/def2-TZVPD.

Structure (ORCA input):
```
! wB97M-V def2-TZVPD RIJCOSX def2/J DEFGRID3
* xyz 0 1
C -0.48 -0.07 -0.46
O -1.42 0.91 -0.57
C -2.65 0.62 -1.13
C -3.82 0.42 -0.15
C -4.96 -0.06 -0.94
N -3.98 1.69 0.58
H -0.69 -0.75 0.34
H 0.50 0.46 -0.33
H -0.46 -0.71 -1.35
H -2.99 1.47 -1.79
H -2.55 -0.27 -1.75
H -3.50 -0.31 0.63
H -4.60 -0.94 -1.44
H -5.21 0.68 -1.70
H -5.77 -0.35 -0.32
H -3.14 2.30 0.62
H -4.58 2.29 -0.06
O 3.12 -2.04 0.06
H 3.04 -1.08 0.16
H 2.79 -2.09 -0.81
O 2.73 0.49 1.12
H 2.14 0.27 1.86
H 3.58 0.80 1.45
O 5.27 0.91 1.80
H 5.55 0.15 1.23
H 5.40 0.65 2.72
O 5.84 -1.51 0.02
H 4.90 -1.54 -0.20
H 5.96 -2.38 0.43
*
```

Results
LUMO energy, eV: 0.5890
Molar mass, g/mol: 161.2
Highest occupied orbital energy, eV: -9.00

***

<2>
Computed, not measured: 6 unconnected molecules or ions with the total composition C4H19NO5, with ωB97M-V/def2-TZVPD.

Structure (ORCA input):
```
! wB97M-V def2-TZVPD RIJCOSX def2/J DEFGRID3
* xyz 0 1
C 2.44 -1.22 -0.14
C 1.04 -1.37 0.09
C 0.20 -1.89 -0.80
N -1.17 -2.11 -0.54
C -1.86 -1.92 0.71
H 3.00 -0.57 -0.93
H 3.05 -0.71 0.77
H 3.02 -2.10 -0.33
H 0.82 -0.85 0.98
H 0.51 -2.26 -1.87
H -1.85 -2.43 -1.25
H -2.64 -2.65 0.88
H -1.14 -2.33 1.52
H -2.08 -0.95 1.04
O -1.74 2.65 1.31
H -1.62 3.56 1.57
H -1.84 2.50 0.47
O 1.64 1.73 -0.01
H 1.92 2.58 0.19
H 2.45 1.26 0.21
O -2.84 1.44 -1.42
H -3.40 1.03 -0.79
H -2.15 0.80 -1.72
O -0.05 0.65 -2.29
H 0.46 0.90 -1.51
H 0.51 0.88 -3.08
O 1.31 0.98 2.66
H 1.23 0.69 1.73
H 0.77 1.74 2.56
*
```

Results
LUMO energy, eV: 0.3638
Molar mass, g/mol: 161.2
Highest occupied orbital energy, eV: -7.70

***

Tell me which of them is the most stable. Sure, it is <1>.